This record from the Open Molecules 2025 dataset describes 6 unconnected molecules or ions with the total composition H11O6. The level of theory is ωB97M-V/def2-TZVPD.

```
17
Properties=species:S:1:pos:R:3:forces:R:3
O 0.527 1.724 -0.310 2.02 0.28 0.61
H 0.751 2.665 -0.174 0.09 0.03 0.12
O 2.554 -0.557 -1.229 0.65 -0.31 -0.07
H 1.955 -1.276 -0.988 -0.20 0.28 -0.01
H 2.103 0.284 -1.280 -0.43 -0.13 0.13
O -1.730 1.687 -1.103 0.51 0.13 -0.76
H -1.610 1.644 -2.059 -0.74 -0.11 -0.11
H -0.770 1.667 -0.819 -1.79 0.00 0.05
O -0.006 -0.657 1.269 0.32 -0.34 0.23
H -0.962 -0.771 1.163 -0.15 0.32 -0.04
H 0.290 -0.036 0.600 -0.15 -0.09 -0.06
O -2.803 0.042 0.836 0.24 -0.27 -0.07
H -2.486 0.664 0.163 -0.12 -0.01 -0.33
H -3.358 0.569 1.405 -0.23 0.09 0.34
O 1.775 -2.925 0.695 0.37 0.42 -0.12
H 2.617 -2.464 0.808 0.03 -0.32 -0.02
H 1.152 -2.260 1.021 -0.42 0.03 0.11
```
Forces are in eV/Å.

2S+1 = 2
Strongest force on any atom = 2.13 eV Å⁻¹
E_LUMO (alpha / beta) = -0.2 / -4.8 eV
⟨S²⟩ = 0.75
Total energy = -12460.799 eV